The following is a DFT calculation (wB97M-V/def2-TZVPD) of a structure of composition C18H17Cl2N3O3ReS2.

Output
largest force on an atom = 0.6 eV/Å
gap between HOMO and LUMO (spin up / spin down) = 7.22 / 6.41 eV
DFT total energy = -2880.61624 hartree
total charge = +2
2S+1 = 4
HOMO (spin up / spin down) = -14.6950 / -14.6462 eV
ΔE to the lowest compared entry with this formula, charge and spin = 0.00 kcal/mol

Atoms and positions in Å:
Re  -1.220396  -0.453639  -0.078564
C  -0.196468  -3.878977  -4.560518
S  -1.006345  -2.274085  -4.448914
C  -0.898068  -1.914500  -2.777367
S  -1.634661  -0.353015  -2.362232
N  -0.335761  -2.721250  -1.927582
N  -0.352005  -2.269046  -0.645195
C  0.160824  -3.007302  0.284139
C  0.113881  -2.491313  1.644686
C  0.641475  -3.165795  2.732193
C  0.549169  -2.581595  3.991523
C  -0.063847  -1.346479  4.123616
C  -0.573328  -0.723969  2.993941
N  -0.489037  -1.281187  1.785424
H  -0.243918  -4.149856  -5.612984
H  -0.729703  -4.613639  -3.963989
H  0.839552  -3.800146  -4.243215
H  0.600325  -3.968539  0.044469
H  1.112791  -4.128929  2.595728
H  0.953858  -3.088847  4.856774
H  -0.154333  -0.862303  5.085295
H  -1.060901  0.241714  3.046770
C  2.825095  0.377666  -0.478865
C  1.571865  1.178101  -0.339510
O  0.488874  0.542745  -0.246857
C  1.571746  2.616019  -0.327412
C  0.358983  3.317721  -0.203166
C  0.359136  4.694817  -0.202257
C  1.560182  5.388241  -0.322493
C  2.768306  4.707957  -0.442589
C  2.778845  3.329036  -0.445191
H  2.589133  -0.683287  -0.488587
H  3.510605  0.596532  0.341027
H  3.336996  0.641612  -1.405239
H  -0.572158  2.778477  -0.100770
H  -0.571339  5.236306  -0.106766
H  1.554686  6.470017  -0.320827
H  3.693606  5.258296  -0.534982
H  3.720671  2.806983  -0.540633
Cl  -5.066859  0.386950  -1.150120
C  -4.383340  0.115030  0.412590
Cl  -3.372899  -1.476532  0.388186
C  -3.462432  1.282515  0.840437
O  -3.958642  2.231399  1.358912
O  -2.175999  1.132816  0.586983
H  -5.138163  -0.096710  1.164119

Forces on atoms 1 to 2 (eV/Å):
Re 0.239 -0.023 -0.194
C 0.023 0.007 0.083

---

The following is a DFT calculation (wB97M-V/def2-TZVPD) of the molecule C20H24FN3O.

Output
largest force on an atom = 0.5 eV/Å
gap between HOMO and LUMO = 8.30 eV
SMILES string = Cc1ccc(CNC(=O)CN2CCN(c3ccc(F)cc3)CC2)cc1
DFT total energy = -1115.89703 hartree
total charge = 0
2S+1 = 1
HOMO = -7.6139 eV
ΔE to the lowest compared entry with this formula, charge and spin = 21.36 kcal/mol

Atoms and positions in Å:
C  -2.266351  -4.744677  -5.755585
C  -2.191621  -3.441211  -5.020476
C  -0.973027  -2.969819  -4.543222
C  -0.891286  -1.758842  -3.885004
C  -2.029409  -0.986019  -3.684579
C  -1.920048  0.319299  -2.940306
N  -1.495809  0.106683  -1.572468
C  -0.276203  0.445930  -1.115382
O  0.563819  1.018384  -1.776971
C  -0.046050  0.024138  0.335542
N  -1.249625  0.226199  1.126375
C  -1.599301  1.628146  1.272129
C  -0.559863  2.422422  2.097159
N  0.031970  1.562868  3.103405
C  1.398850  1.452421  3.233506
C  2.020204  0.263175  3.635448
C  3.389853  0.191574  3.796500
C  4.160839  1.309238  3.544225
F  5.505451  1.238130  3.696723
C  3.583668  2.499925  3.144188
C  2.213935  2.569223  2.997998
C  -0.877443  0.545277  3.566166
C  -1.243989  -0.432534  2.429914
C  -3.247101  -1.454857  -4.153043
C  -3.325221  -2.666834  -4.817247
H  -1.624680  -5.488859  -5.288248
H  -1.928626  -4.611713  -6.783802
H  -3.285836  -5.121769  -5.779227
H  -0.080014  -3.559384  -4.694276
H  0.060517  -1.398821  -3.522421
H  -2.879317  0.846728  -2.947663
H  -1.155529  0.953838  -3.399012
H  -2.113412  -0.383951  -0.943836
H  0.181415  -1.046663  0.322865
H  0.842769  0.551489  0.708269
H  -1.689322  2.074623  0.280538
H  -2.581082  1.665643  1.751673
H  -1.047172  3.288149  2.567038
H  0.220676  2.787751  1.428433
H  1.439306  -0.627280  3.814981
H  3.861980  -0.728363  4.103938
H  4.204174  3.362766  2.960803
H  1.768721  3.510304  2.716957
H  -1.781682  1.057534  3.915516
H  -0.450749  0.018343  4.418366
H  -0.541850  -1.266646  2.399267
H  -2.246872  -0.839581  2.609578
H  -4.142251  -0.867164  -4.004174
H  -4.281718  -3.015469  -5.180266

Forces on atoms 1 to 2 (eV/Å):
C 0.030 0.032 -0.057
C -0.108 0.016 0.028

---

The following is a DFT calculation (wB97M-V/def2-TZVPD) of the molecule C3H7NO.

Output
largest force on an atom = 3.4 eV/Å
gap between HOMO and LUMO = 10.74 eV
SMILES string = NCCC=O
DFT total energy = -248.44914 hartree
total charge = 0
2S+1 = 1
HOMO = -9.7403 eV
ΔE to the lowest compared entry with this formula, charge and spin = 48.54 kcal/mol

Atoms and positions in Å:
N  0.970785  -1.655857  0.470126
C  -0.032879  -0.766925  -0.301594
C  -0.406021  0.460679  0.432913
C  -0.552925  1.676127  -0.430355
O  -0.385035  1.832603  -1.616180
H  1.656380  -1.152371  0.996358
H  1.601883  -2.003964  -0.241017
H  0.227935  -0.643830  -1.322978
H  -1.004521  -1.327334  -0.384571
H  0.219898  0.641816  1.339206
H  -1.232878  0.316217  1.050916
H  -1.062622  2.622839  0.007177

Forces on atoms 1 to 2 (eV/Å):
N -0.925 0.319 -1.758
C -0.449 -2.837 1.509

---

The following is a DFT calculation (wB97M-V/def2-TZVPD) of the molecule C3H5N5.

Output
largest force on an atom = 8.7 eV/Å
gap between HOMO and LUMO = 8.92 eV
SMILES string = [H]/N=C\N=c1\[nH]cn[nH]1
DFT total energy = -390.96860 hartree
total charge = 0
2S+1 = 1
HOMO = -8.5539 eV
ΔE to the lowest compared entry with this formula, charge and spin = 94.01 kcal/mol

Atoms and positions in Å:
H  -3.514380  -0.907748  0.267342
N  -3.450976  0.085339  -0.182391
C  -2.212529  0.319060  -0.060270
N  -1.087140  -0.489932  0.593680
C  0.188872  -0.196500  0.175946
N  1.339037  -0.955678  -0.046209
C  2.439301  -0.289052  -0.102846
N  2.231738  0.898189  0.084529
N  0.855184  1.014607  0.291719
H  -1.830510  1.280713  -0.355762
H  1.413673  -2.009405  -0.122823
H  3.476308  -0.679725  -0.409809
H  0.151419  1.930127  -0.133107

Forces on atoms 1 to 2 (eV/Å):
H -0.499 1.781 -0.954
N 1.276 -2.860 1.569